Entry from OMol25: C40H41Br2I2N5O4SSn as an isolated structure at a distorted geometry (ωB97M-V/def2-TZVPD).

Atoms and positions in Å:
Sn (-0.373, -0.397, -0.313)
I (7.095, 2.572, 0.464)
C (5.075, 2.685, -0.121)
C (4.385, 3.871, -0.019)
C (3.027, 3.898, -0.322)
I (2.328, 5.909, -0.232)
C (2.299, 2.746, -0.663)
O (0.370, 2.378, 0.711)
C (3.063, 1.580, -0.868)
C (2.532, 0.262, -1.395)
N (1.859, -0.528, -0.357)
C (2.636, -0.829, 0.838)
C (2.058, -0.180, 2.077)
C (2.860, 0.116, 3.175)
C (2.269, 0.656, 4.304)
C (0.903, 0.901, 4.298)
C (0.185, 0.582, 3.157)
N (0.751, 0.044, 2.083)
C (4.430, 1.567, -0.602)
H (4.888, 4.776, 0.286)
H (1.818, 0.429, -2.193)
H (3.381, -0.286, -1.829)
H (1.541, -1.402, -0.760)
H (2.645, -1.912, 1.004)
H (3.673, -0.507, 0.734)
H (3.923, -0.088, 3.150)
H (2.867, 0.880, 5.178)
H (0.413, 1.334, 5.158)
H (-0.882, 0.754, 3.077)
H (5.001, 0.667, -0.785)
C (0.617, 3.299, 1.742)
C (0.735, 2.666, -0.644)
C (0.037, 3.865, -1.231)
C (-0.084, 3.945, -2.565)
C (0.177, 2.790, -3.383)
C (0.170, 2.728, -4.785)
Br (0.321, 4.347, -5.786)
C (0.060, 1.536, -5.455)
C (-0.141, 0.369, -4.709)
Br (-0.358, -1.297, -5.603)
C (-0.204, 0.351, -3.322)
O (-0.491, -0.700, -2.599)
C (0.106, 1.580, -2.671)
N (0.224, 1.516, -1.326)
H (0.281, 4.309, 1.497)
H (1.676, 3.333, 2.024)
H (0.040, 2.938, 2.595)
H (-0.468, 4.556, -0.574)
H (-0.531, 4.819, -3.021)
H (0.086, 1.490, -6.533)
N (-0.166, -6.307, -3.644)
C (0.156, -5.242, -2.848)
C (-0.135, -5.226, -1.480)
C (0.268, -4.146, -0.724)
N (0.921, -3.093, -1.213)
C (1.197, -3.116, -2.520)
C (0.857, -4.147, -3.363)
H (-0.848, -6.967, -3.315)
H (-0.131, -6.167, -4.638)
H (-0.674, -6.047, -1.024)
H (0.058, -4.108, 0.336)
H (1.720, -2.254, -2.919)
H (1.099, -4.097, -4.416)
C (-4.133, 4.373, 1.893)
C (-3.888, 2.894, 2.144)
S (-2.597, 2.277, 0.974)
O (-2.137, 0.979, 1.542)
C (-3.770, 1.825, -0.382)
C (-4.311, 0.423, -0.181)
H (-4.926, 4.749, 2.539)
H (-4.437, 4.555, 0.861)
H (-3.232, 4.952, 2.091)
H (-4.793, 2.301, 2.023)
H (-3.486, 2.721, 3.142)
H (-3.189, 1.889, -1.303)
H (-4.556, 2.580, -0.396)
H (-3.488, -0.292, -0.165)
H (-4.990, 0.158, -0.991)
H (-4.845, 0.334, 0.766)
C (-0.489, -3.440, 3.413)
C (-1.561, -3.197, 2.381)
O (-1.421, -2.349, 1.522)
C (-2.804, -4.013, 2.446)
C (-3.778, -3.788, 1.471)
C (-4.975, -4.479, 1.499)
C (-5.217, -5.396, 2.513)
C (-4.249, -5.641, 3.475)
C (-3.040, -4.966, 3.436)
H (0.401, -2.873, 3.153)
H (-0.248, -4.500, 3.480)
H (-0.846, -3.110, 4.390)
H (-3.567, -3.059, 0.700)
H (-5.720, -4.301, 0.736)
H (-6.163, -5.918, 2.557)
H (-4.435, -6.358, 4.262)
H (-2.290, -5.186, 4.183)

**Orbital gap**: 6.23 eV
**ΔE to the lowest compared entry with this formula, charge and spin**: 3.0537 eV
**Highest occupied orbital energy**: -6.21 eV
**LUMO**: 0.0007 hartree
**Total charge**: 0
**Maximum force**: 2.13 eV Å⁻¹
**Electronic energy**: -230738.22479 eV

Mulliken atomic charge list, values in e, 6 entries: atom 1 (Sn): 0.963, atom 2 (I): 0.057, atom 3 (C): -0.899, atom 4 (C): -0.423, atom 5 (C): -0.133, atom 6 (I): 0.043


Entry from OMol25: a single C4H7NO2 molecule (ωB97M-V/def2-TZVPD).

Atoms and positions in Å:
O (-0.829, -0.687, -1.948)
C (0.337, -0.167, -1.371)
C (0.154, 0.097, 0.117)
C (-1.090, 0.705, 0.626)
N (-0.892, -0.740, 0.736)
C (1.404, 0.236, 0.931)
O (1.490, 0.877, 1.951)
H (-1.212, -1.280, -1.278)
H (1.201, -0.841, -1.510)
H (0.574, 0.772, -1.885)
H (-1.846, 0.999, -0.098)
H (-1.025, 1.301, 1.533)
H (-0.634, -0.995, 1.687)
H (2.261, -0.363, 0.557)

**Orbital gap**: 10.54 eV
**ΔE to the lowest compared entry with this formula, charge and spin**: 2.3361 eV
**Highest occupied orbital energy**: -10.00 eV
**LUMO**: 0.0196 hartree
**Total charge**: 0
**Maximum force**: 0.54 eV Å⁻¹
**SMILES**: O=C[C@]1(CO)CN1
**Electronic energy**: -9844.94362 eV

Mulliken atomic charge list, values in e, 6 entries: atom 1 (O): -0.519, atom 2 (C): -0.649, atom 3 (C): 1.106, atom 4 (C): -0.539, atom 5 (N): -0.721, atom 6 (C): -0.312


Entry from OMol25: a 3-piece molecular cluster, C26H30BF5N2O5 overall at a distorted geometry (ωB97M-V/def2-TZVPD).

Atoms and positions in Å:
C (-0.152, -3.391, 2.782)
C (-0.999, -2.500, 1.908)
O (-0.467, -1.139, 2.035)
B (-0.588, -0.507, 0.834)
O (-1.861, -0.317, 0.290)
C (0.668, 0.083, 0.028)
C (1.850, -0.836, 0.483)
O (1.872, -2.036, 0.524)
N (2.993, -0.014, 0.867)
C (2.678, 1.235, 0.164)
C (3.721, 2.345, 0.150)
C (5.132, 1.733, -0.023)
C (5.420, 1.312, -1.413)
F (6.672, 0.825, -1.626)
C (4.575, 1.317, -2.497)
F (4.102, 0.186, -3.011)
F (4.152, 2.392, -3.132)
C (1.191, 1.495, 0.462)
N (0.740, 1.827, 1.807)
C (1.714, 2.550, 2.598)
C (2.439, 1.783, 3.692)
O (1.932, 3.736, 2.461)
C (-0.485, 2.666, 1.814)
C (-0.650, 3.858, 0.905)
O (-1.368, 2.329, 2.570)
H (-0.419, -3.197, 3.817)
H (0.903, -3.152, 2.695)
H (-0.275, -4.439, 2.523)
H (-2.027, -2.467, 2.252)
H (-0.965, -2.785, 0.861)
H (-2.008, -0.843, -0.499)
H (0.488, 0.058, -1.043)
H (2.853, 0.020, 1.877)
H (2.617, 0.872, -0.860)
H (3.551, 2.982, -0.714)
H (3.772, 2.931, 1.059)
H (5.833, 2.537, 0.237)
H (5.323, 0.938, 0.692)
H (0.877, 2.148, -0.356)
H (1.801, 0.947, 3.975)
H (3.390, 1.409, 3.325)
H (2.538, 2.440, 4.545)
H (-1.699, 3.906, 0.673)
H (-0.050, 3.839, 0.009)
H (-0.445, 4.737, 1.512)
F (-2.920, -3.949, 0.201)
C (-3.268, -5.248, 0.317)
C (-4.309, -5.590, 1.155)
C (-4.666, -6.926, 1.269)
C (-3.975, -7.896, 0.555)
C (-2.928, -7.530, -0.280)
C (-2.571, -6.195, -0.406)
H (-4.829, -4.820, 1.708)
H (-5.484, -7.210, 1.917)
H (-4.253, -8.937, 0.649)
H (-2.386, -8.285, -0.833)
H (-1.763, -5.888, -1.057)
F (-2.123, 4.526, -1.311)
C (-2.229, 4.126, -2.595)
C (-2.661, 5.024, -3.549)
C (-2.762, 4.605, -4.867)
C (-2.441, 3.299, -5.210)
C (-2.013, 2.410, -4.235)
C (-1.900, 2.824, -2.915)
H (-2.914, 6.036, -3.258)
H (-3.093, 5.300, -5.627)
H (-2.525, 2.975, -6.239)
H (-1.766, 1.390, -4.500)
H (-1.562, 2.148, -2.139)

**Orbital gap**: 7.90 eV
**Highest occupied orbital energy**: -8.18 eV
**LUMO**: -0.0103 hartree
**Total charge**: 0
**Maximum force**: 2.68 eV Å⁻¹
**SMILES**: CCOB(O)[C@@H]1C(=O)N[C@H](CCC(F)=C(F)F)[C@@H]1N(C(C)=O)C(C)=O.Fc1ccccc1.Fc1ccccc1
**Electronic energy**: -54927.59692 eV

Mulliken atomic charge list, values in e, 6 entries: atom 1 (C): -1.330, atom 2 (C): -0.137, atom 3 (O): -0.321, atom 4 (B): 0.556, atom 5 (O): -0.632, atom 6 (C): 0.039


Entry from OMol25: a single C2HClN2O2 molecule at a distorted geometry (ωB97M-V/def2-TZVPD).

Atoms and positions in Å:
C (0.686, 1.258, 0.163)
C (-0.162, 0.157, 0.417)
N (1.388, 2.134, 0.021)
N (0.050, -1.081, -0.459)
O (0.290, -2.134, 0.084)
O (-0.140, -0.893, -1.602)
Cl (-1.927, 0.518, -0.030)
H (-0.185, 0.041, 1.406)

**Orbital gap**: 11.01 eV
**ΔE to the lowest compared entry with this formula, charge and spin**: 4.0668 eV
**Highest occupied orbital energy**: -12.02 eV
**LUMO**: -0.0371 hartree
**Total charge**: 0
**Maximum force**: 4.59 eV Å⁻¹
**SMILES**: N#C[C@@H](Cl)[N+](=O)[O-]
**Electronic energy**: -21683.29847 eV

Mulliken atomic charge list, values in e, 6 entries: atom 1 (C): 0.045, atom 2 (C): 0.087, atom 3 (N): -0.262, atom 4 (N): 0.848, atom 5 (O): -0.521, atom 6 (O): -0.446


Entry from OMol25: a 7-piece molecular cluster, C28H77N7O7 overall at a distorted geometry (ωB97M-V/def2-TZVPD).

Atoms and positions in Å:
C (0.186, -0.035, -4.108)
C (1.467, 0.788, -4.177)
C (2.462, 0.164, -5.076)
O (3.756, 0.750, -4.871)
C (4.377, 0.349, -3.668)
N (1.081, 2.073, -4.703)
H (-0.165, -0.293, -5.107)
H (-0.653, 0.464, -3.622)
H (0.379, -0.983, -3.607)
H (1.898, 0.991, -3.196)
H (2.166, 0.136, -6.125)
H (2.451, -0.867, -4.721)
H (4.269, -0.727, -3.530)
H (3.972, 0.911, -2.826)
H (5.433, 0.614, -3.713)
H (1.912, 2.615, -4.890)
H (0.653, 1.916, -5.604)
C (-6.759, 1.490, 4.403)
C (-5.771, 2.217, 5.300)
C (-4.989, 3.286, 4.613)
O (-4.506, 2.821, 3.355)
C (-3.427, 1.958, 3.464)
N (-6.530, 2.861, 6.305)
H (-7.432, 2.227, 3.965)
H (-7.410, 0.853, 5.003)
H (-6.289, 0.950, 3.581)
H (-5.067, 1.508, 5.734)
H (-4.202, 3.656, 5.270)
H (-5.620, 4.168, 4.503)
H (-2.994, 1.877, 2.467)
H (-3.660, 0.930, 3.742)
H (-2.656, 2.378, 4.110)
H (-5.989, 3.606, 6.721)
H (-7.280, 3.369, 5.858)
C (-4.644, -1.920, -1.994)
C (-3.391, -1.011, -2.324)
C (-3.638, -0.079, -3.569)
O (-3.865, -0.844, -4.761)
C (-4.713, -0.268, -5.699)
N (-3.102, -0.340, -1.133)
H (-4.514, -2.404, -1.026)
H (-4.701, -2.738, -2.712)
H (-5.613, -1.438, -1.864)
H (-2.536, -1.669, -2.479)
H (-2.850, 0.674, -3.563)
H (-4.544, 0.453, -3.278)
H (-5.729, -0.398, -5.327)
H (-4.647, -0.876, -6.600)
H (-4.469, 0.778, -5.886)
H (-3.197, -0.950, -0.334)
H (-3.840, 0.304, -0.888)
C (6.696, -2.390, -0.733)
C (6.809, -3.211, -1.998)
C (7.961, -2.730, -2.896)
O (7.526, -1.633, -3.648)
C (8.523, -0.737, -4.077)
N (6.990, -4.588, -1.575)
H (5.929, -2.736, -0.040)
H (6.627, -1.324, -0.949)
H (7.641, -2.510, -0.203)
H (5.861, -3.189, -2.536)
H (8.382, -3.498, -3.545)
H (8.823, -2.474, -2.279)
H (8.017, 0.141, -4.477)
H (9.068, -1.133, -4.934)
H (9.235, -0.495, -3.288)
H (7.028, -5.153, -2.411)
H (6.135, -4.780, -1.072)
C (-0.033, 0.229, 1.660)
C (0.836, 0.028, 0.439)
C (1.109, -1.475, 0.149)
O (2.145, -1.644, -0.885)
C (3.367, -0.956, -0.589)
N (0.214, 0.651, -0.759)
H (-0.157, 1.301, 1.809)
H (0.428, -0.112, 2.588)
H (-1.013, -0.238, 1.570)
H (1.802, 0.509, 0.597)
H (0.228, -2.034, -0.168)
H (1.497, -1.863, 1.091)
H (4.097, -1.452, -1.229)
H (3.623, -1.206, 0.441)
H (3.380, 0.120, -0.764)
H (-0.657, 0.159, -0.900)
H (0.781, 0.391, -1.553)
C (0.806, -4.300, 6.661)
C (0.408, -3.070, 5.895)
C (-0.676, -3.360, 4.876)
O (-0.165, -4.279, 3.870)
C (0.536, -3.562, 2.853)
N (-0.029, -2.073, 6.938)
H (0.056, -4.608, 7.389)
H (1.664, -4.212, 7.327)
H (1.021, -5.132, 5.990)
H (1.289, -2.616, 5.443)
H (-1.026, -2.476, 4.343)
H (-1.503, -3.798, 5.435)
H (-0.044, -2.681, 2.578)
H (0.713, -4.249, 2.025)
H (1.508, -3.255, 3.238)
H (0.107, -1.156, 6.537)
H (0.583, -1.983, 7.736)
C (-2.487, 2.840, -1.241)
C (-1.399, 3.937, -1.184)
C (-1.157, 4.613, 0.199)
O (-2.342, 5.411, 0.512)
C (-2.429, 5.735, 1.931)
N (-0.180, 3.401, -1.756)
H (-3.426, 3.190, -0.811)
H (-2.102, 1.953, -0.738)
H (-2.785, 2.565, -2.253)
H (-1.703, 4.691, -1.910)
H (-0.329, 5.321, 0.188)
H (-1.039, 3.818, 0.935)
H (-1.667, 6.471, 2.184)
H (-2.450, 4.817, 2.517)
H (-3.429, 6.133, 2.104)
H (0.024, 2.505, -1.335)
H (-0.315, 3.147, -2.724)

**Orbital gap**: 8.52 eV
**ΔE to the lowest compared entry with this formula, charge and spin**: 2.9648 eV
**Highest occupied orbital energy**: -8.18 eV
**LUMO**: 0.0125 hartree
**Total charge**: 0
**Maximum force**: 3.24 eV Å⁻¹
**SMILES**: COC[C@H](C)N.COC[C@H](C)N.COC[C@H](C)N.COC[C@H](C)N.COC[C@H](C)N.COC[C@H](C)N.COC[C@H](C)N
**Electronic energy**: -55042.17049 eV

Mulliken atomic charge list, values in e, 6 entries: atom 1 (C): -1.378, atom 2 (C): 1.576, atom 3 (C): -1.139, atom 4 (O): -0.470, atom 5 (C): -0.616, atom 6 (N): -0.683